Entry from the Open Molecules 2025 dataset: a single C3H5NOS molecule (wB97M-V/def2-TZVPD).

The value obtained for the HOMO energy (spin up / spin down) is -8.04 / -9.08 eV. The frontier orbital gap (spin up / spin down) is 7.429 / 8.596 eV.

Structure (ORCA input):
```
! RIJCOSX wB97M-V def2-TZVPD def2/J DEFGRID3
* xyz 0 1
C -1.274 -0.601 0.287
C -1.267 -0.259 1.538
C -0.319 -0.080 -0.947
N 2.396 0.452 0.170
O 0.019 1.254 -0.799
S 1.362 1.567 0.061
H -2.031 -1.367 -0.113
H -0.850 0.544 2.101
H 0.546 -0.796 -0.720
H -0.663 -0.240 -1.964
H 2.082 -0.476 0.386
*
```

Entry from the Open Molecules 2025 dataset: a molecular structure, C20H54BCaN9O3P2 (wB97M-V/def2-TZVPD).

The value obtained for the HOMO energy is -14.21 eV. The frontier orbital gap is 8.168 eV.

Structure (ORCA input):
```
! RIJCOSX wB97M-V def2-TZVPD def2/J DEFGRID3
* xyz 2 1
Ca 0.047 0.024 -0.459
N -0.541 -0.127 3.366
N -1.940 -0.074 3.337
C -2.600 0.020 2.175
N -3.930 0.009 2.187
N -1.876 -0.008 1.061
N -2.417 0.319 -0.069
O -1.963 -0.203 -1.059
O -3.301 1.141 -0.127
H -0.216 -1.074 3.564
H -0.201 0.491 4.098
H -2.472 -0.218 4.193
H -4.455 -0.046 3.046
H -4.450 0.199 1.340
N 3.180 2.314 -2.437
C 2.414 2.388 -1.198
C 1.475 3.593 -1.060
C 0.620 3.469 0.206
N -0.368 2.384 0.079
C 1.493 3.233 1.442
C 2.526 2.117 1.274
N 1.883 0.793 1.206
C 3.346 2.350 0.008
H 2.578 2.468 -3.238
H 3.658 0.617 -2.398
H 3.915 3.014 -2.461
H 1.787 1.487 -1.182
H 0.822 3.644 -1.934
H 2.046 4.524 -1.006
H 0.095 4.428 0.353
H -0.971 2.602 -0.710
H -0.959 2.420 0.908
H 0.850 3.012 2.298
H 2.030 4.156 1.664
H 3.210 2.159 2.137
H 1.425 0.618 2.098
H 2.642 0.112 1.126
H 4.076 1.550 -0.107
H 3.884 3.297 0.095
C 0.195 1.986 -4.953
P -0.826 1.258 -3.632
C -1.779 -0.069 -4.423
C -2.046 2.540 -3.177
O 0.039 0.812 -2.493
H -0.416 2.211 -5.820
H 0.967 1.277 -5.238
H 0.654 2.904 -4.595
H -2.280 0.326 -5.302
H -2.522 -0.456 -3.732
H -1.103 -0.866 -4.723
H -2.590 2.857 -4.061
H -1.533 3.407 -2.762
H -2.762 2.144 -2.459
B 5.085 -1.338 0.220
C 4.410 -0.772 -0.995
N 3.848 -0.246 -1.879
H 6.171 -0.846 0.175
H 4.433 -0.914 1.138
H 5.144 -2.520 0.195
C -2.051 -3.305 1.050
C -0.730 -3.987 0.696
C -0.994 -5.366 0.094
P 0.351 -2.805 -0.298
C 2.060 -3.316 0.262
C 2.247 -2.874 1.714
C 2.418 -4.792 0.116
C 0.237 -3.413 -2.055
C -1.172 -3.154 -2.583
C 1.249 -2.663 -2.916
H -2.702 -4.003 1.574
H -2.569 -2.967 0.154
H -1.870 -2.447 1.694
H -0.175 -4.136 1.629
H -1.700 -5.323 -0.728
H -1.427 -6.005 0.861
H -0.088 -5.847 -0.257
H 2.742 -2.718 -0.354
H 1.803 -3.590 2.400
H 1.792 -1.896 1.884
H 3.306 -2.813 1.949
H 1.848 -5.404 0.809
H 3.469 -4.929 0.360
H 2.257 -5.162 -0.894
H 0.454 -4.486 -2.089
H -1.425 -2.105 -2.439
H -1.916 -3.765 -2.081
H -1.225 -3.393 -3.644
H 1.089 -1.583 -2.836
H 1.126 -2.951 -3.960
H 2.273 -2.889 -2.627
*
```

Entry from the Open Molecules 2025 dataset: a molecular structure, C3H3I2O2 (wB97M-V/def2-TZVPD).

The value obtained for the HOMO energy is -3.13 eV. The frontier orbital gap is 6.270 eV.

Structure (ORCA input):
```
! RIJCOSX wB97M-V def2-TZVPD def2/J DEFGRID3
* xyz -1 1
C 1.612 0.239 -2.688
C -1.284 -0.473 1.279
C -0.143 0.232 0.394
O 1.767 1.313 -3.147
O 1.503 -0.886 -2.472
I -0.226 2.348 0.933
I 1.632 -0.781 1.333
H -1.372 -0.297 2.276
H -2.202 -0.074 0.966
H -1.286 -1.619 1.125
*
```

Entry from the Open Molecules 2025 dataset: 11 unconnected molecules or ions with the total composition C5H35N2O11 (wB97M-V/def2-TZVPD).

The value obtained for the HOMO energy is -12.09 eV. The frontier orbital gap is 9.901 eV.

Structure (ORCA input):
```
! RIJCOSX wB97M-V def2-TZVPD def2/J DEFGRID3
* xyz 1 1
N 0.825 0.555 1.439
C -0.584 -0.011 1.311
C -1.397 0.585 2.428
O -0.540 0.483 3.611
C -1.093 0.060 -0.158
N -0.267 -0.811 -0.982
C -1.026 -1.665 -1.916
C -1.974 -0.890 -2.844
H 1.179 0.332 2.370
H 1.421 -0.073 0.853
H 0.940 1.531 1.095
H -0.334 -1.068 1.390
H -1.506 1.652 2.219
H -2.207 -0.067 2.736
H -1.122 0.538 4.374
H -2.097 -0.350 -0.051
H -1.022 1.102 -0.480
H 0.413 -0.282 -1.518
H -1.589 -2.309 -1.244
H -0.389 -2.314 -2.512
H -2.457 -0.142 -2.226
H -1.395 -0.336 -3.582
H -2.593 -1.595 -3.394
H -2.686 -4.323 0.559
H -1.159 -4.274 0.794
O -1.844 -4.144 0.129
H -0.471 3.801 0.279
H 0.142 5.046 -0.442
O -0.092 4.121 -0.555
H 0.624 -4.003 -0.258
H 0.185 -2.426 0.214
O 0.678 -3.251 0.324
H 3.100 -1.804 2.380
H 3.576 -0.404 2.754
O 2.784 -0.916 2.568
H 2.069 -1.655 -0.274
H 3.022 -0.821 -1.104
O 2.718 -0.935 -0.189
H 1.418 3.248 -0.323
H 2.703 2.536 0.188
O 1.880 2.919 0.488
H -2.332 3.606 1.274
H -1.733 4.335 2.480
O -1.555 3.600 1.886
H 2.603 -0.103 -3.792
H 2.716 -1.473 -3.155
O 2.324 -0.600 -3.017
H 1.284 -2.842 -4.791
H 1.628 -4.083 -3.905
O 1.818 -3.157 -4.068
H -3.900 2.712 -0.122
H -3.474 4.073 -0.589
O -3.660 3.581 0.222
*
```

Entry from the Open Molecules 2025 dataset: a single C23H26O7 molecule (wB97M-V/def2-TZVPD).

The value obtained for the HOMO energy is -9.07 eV. The frontier orbital gap is 9.056 eV.

Structure (ORCA input):
```
! RIJCOSX wB97M-V def2-TZVPD def2/J DEFGRID3
* xyz 0 1
C 4.236 3.314 -1.030
C 5.272 2.632 -1.477
C 5.263 1.172 -1.821
O 3.996 0.555 -1.613
C 3.752 0.102 -0.374
O 4.552 0.122 0.525
C 2.361 -0.415 -0.251
C 1.387 -0.106 -1.111
C -0.010 -0.611 -0.961
C -1.004 0.488 -0.675
C -0.650 1.693 -0.192
O -1.489 2.689 0.102
C -2.817 2.486 -0.074
C -3.683 3.532 0.253
C -5.040 3.370 0.087
C -5.556 2.172 -0.405
C -4.707 1.140 -0.728
C -3.324 1.280 -0.569
C -2.414 0.183 -0.915
O -2.803 -0.887 -1.369
C -0.084 -1.706 0.123
C 0.280 -3.087 -0.435
C -0.825 -3.687 -1.306
C -2.075 -4.104 -0.510
O -3.272 -3.760 -1.156
C 0.848 -1.326 1.280
O 0.364 -0.146 1.852
C 1.067 0.305 3.006
C 0.681 -0.448 4.274
O 2.187 -1.183 0.862
H 4.308 4.361 -0.792
H 3.274 2.852 -0.881
H 6.234 3.103 -1.623
H 5.490 1.031 -2.882
H 6.020 0.655 -1.217
H 1.608 0.525 -1.956
H -0.323 -1.059 -1.912
H 0.378 1.961 0.010
H -3.266 4.451 0.632
H -5.709 4.178 0.340
H -6.622 2.058 -0.530
H -5.076 0.201 -1.111
H -1.096 -1.733 0.532
H 1.199 -3.001 -1.018
H 0.481 -3.765 0.398
H -0.424 -4.548 -1.842
H -1.141 -2.960 -2.056
H -2.046 -3.655 0.495
H -2.109 -5.190 -0.385
H -3.265 -2.802 -1.308
H 0.890 -2.139 2.023
H 0.788 1.358 3.096
H 2.147 0.235 2.831
H 1.155 0.025 5.130
H 1.008 -1.484 4.229
H -0.397 -0.426 4.407
*
```

Entry from the Open Molecules 2025 dataset: a molecular structure, C21H14ClN2O4Rb (wB97M-V/def2-TZVPD).

The value obtained for the HOMO energy is -0.84 eV. The frontier orbital gap is 4.947 eV.

Structure (ORCA input):
```
! RIJCOSX wB97M-V def2-TZVPD def2/J DEFGRID3
* xyz -2 1
Rb 1.017 -0.133 -0.843
O 2.680 -1.955 -0.159
C 2.982 -2.792 0.729
C 4.221 -3.513 0.660
C 4.604 -4.451 1.580
C 3.781 -4.753 2.662
C 2.583 -4.075 2.784
C 2.148 -3.110 1.874
C 0.881 -2.485 2.142
N 0.301 -1.579 1.439
N -0.925 -1.194 1.917
C -1.459 -0.118 1.366
O -0.990 0.669 0.513
C -2.823 0.187 1.927
C -3.595 1.173 1.314
C -4.821 1.538 1.835
C -5.300 0.927 2.982
C -4.550 -0.071 3.586
C -3.326 -0.443 3.063
H 4.865 -3.279 -0.181
H 5.557 -4.968 1.474
H 4.078 -5.501 3.390
H 1.942 -4.298 3.633
H 0.367 -2.836 3.059
H -3.202 1.648 0.426
H -5.407 2.308 1.350
H -6.249 1.232 3.406
H -4.926 -0.557 4.479
H -2.736 -1.221 3.525
Cl -0.127 5.487 -6.261
C 0.425 4.383 -5.017
C 1.693 4.589 -4.464
C 2.142 3.738 -3.502
C 1.392 2.589 -3.044
O 1.841 1.860 -2.148
C 0.103 2.399 -3.690
C -0.712 1.238 -3.452
O -0.371 0.139 -3.058
C -0.363 3.333 -4.623
H 2.291 5.424 -4.811
H 3.113 3.883 -3.049
H -1.783 1.402 -3.740
H -1.339 3.188 -5.073
*
```

Entry from the Open Molecules 2025 dataset: a molecular structure, C17H22N6O6PdS3 (wB97M-V/def2-TZVPD).

The value obtained for the HOMO energy (spin up / spin down) is 0.49 / 0.49 eV. The frontier orbital gap (spin up / spin down) is 3.127 / 3.132 eV.

Structure (ORCA input):
```
! RIJCOSX wB97M-V def2-TZVPD def2/J DEFGRID3
* xyz -2 1
Pd 3.223 0.289 0.821
C 7.345 3.420 -0.041
S 5.939 3.646 -1.156
C 4.777 2.551 -0.382
S 5.041 0.808 -0.500
N 3.778 3.095 0.229
N 2.965 2.210 0.833
C 1.790 2.629 1.407
C 1.022 1.683 2.038
C -0.244 1.922 2.686
C -0.914 0.902 3.274
C -0.365 -0.423 3.262
C 0.844 -0.599 2.633
N 1.533 0.375 2.037
H 8.220 3.879 -0.506
H 7.518 2.354 0.101
H 7.150 3.891 0.922
H 1.523 3.678 1.369
H -0.653 2.926 2.664
H -1.873 1.087 3.746
H -0.865 -1.255 3.739
H 1.310 -1.579 2.583
C -5.844 -3.288 -3.516
C -4.673 -2.343 -3.281
S -4.261 -2.303 -1.550
O -3.519 -3.506 -1.249
O -5.475 -2.032 -0.814
C -3.175 -0.919 -1.454
C -2.506 -0.781 -0.080
N -1.325 0.043 -0.199
C -0.071 -0.432 -0.435
N 0.787 0.525 -0.699
C 0.105 1.693 -0.650
C -1.228 1.433 -0.359
N -2.280 2.319 -0.303
O -3.453 1.876 -0.219
O -2.035 3.528 -0.383
C 0.283 -1.871 -0.341
H -6.129 -3.279 -4.567
H -6.700 -2.986 -2.914
H -5.577 -4.307 -3.235
H -4.909 -1.317 -3.567
H -3.768 -2.671 -3.793
H -3.756 -0.021 -1.669
H -2.421 -1.080 -2.228
H -2.200 -1.752 0.303
H -3.201 -0.319 0.611
H 0.557 2.646 -0.859
H 0.005 -2.268 0.639
H 1.362 -1.965 -0.447
H -0.226 -2.466 -1.105
O 4.625 -1.939 2.709
C 4.166 -2.395 1.673
O 3.434 -1.838 0.779
H 4.347 -3.473 1.445
*
```

Entry from the Open Molecules 2025 dataset: 2 unconnected molecules or ions with the total composition C3H8O2S2 (wB97M-V/def2-TZVPD).

The value obtained for the HOMO energy is -8.96 eV. The frontier orbital gap is 9.462 eV.

Structure (ORCA input):
```
! RIJCOSX wB97M-V def2-TZVPD def2/J DEFGRID3
* xyz 0 1
O 2.488 0.107 0.573
C 1.756 -0.817 0.330
C 0.270 -0.748 0.774
C -0.649 -1.041 -0.380
S -2.427 -1.055 0.060
S -2.832 0.944 -0.245
H 2.113 -1.781 -0.073
H 0.080 0.289 1.053
H 0.107 -1.425 1.612
H -0.390 -1.971 -0.899
H -0.557 -0.292 -1.169
H -2.952 1.329 1.038
O 0.710 1.971 -1.057
H 1.350 1.590 -0.463
H 0.933 2.901 -1.154
*
```

Table of calculated total energy (eV), in record order: -17559.13820, -78851.31584, -23456.21038, -31250.39317, -38604.39686, -46353.77601, -75195.32519, -29005.78586
Table of ΔE to the lowest compared entry with this formula, charge and spin (eV), in record order: 6.129, 1.442, 1.521, 2.538, 0.012, 0.576, 0.200, 1.063